# 1
Here is a molecular structure, C19H15F9N3O4Ru from the Open Molecules 2025 dataset. Energies are from ωB97M-V with the def2-TZVPD basis set.

Geometry (Å):
C: -3.336 -1.481 -0.133
H: 1.607 -0.978 -3.917
F: 2.096 2.285 1.150
C: 2.296 1.545 -0.052
H: -0.451 -2.818 -1.566
C: -4.147 -0.629 -0.901
H: 1.749 -0.317 6.318
C: 1.298 -2.540 -0.477
H: -0.785 -3.677 1.594
C: -1.514 1.986 -1.770
C: 1.552 -0.473 5.263
F: 4.064 0.291 -1.009
H: 1.618 -3.580 -0.396
Ru: 0.475 0.543 -0.273
F: 2.363 -2.838 2.678
H: 2.438 -0.646 -2.377
O: -2.090 2.667 -2.597
H: -0.980 0.089 -3.363
H: -5.180 -0.893 -1.105
H: -0.714 -1.565 -3.926
C: 1.517 -0.486 -2.932
F: 2.795 -2.459 5.278
N: 0.359 -1.021 -2.182
F: 2.546 2.491 -1.026
H: 1.011 -2.991 -2.546
F: 0.286 1.496 5.158
O: 0.918 -0.956 1.182
O: -1.539 -3.154 1.263
H: -4.165 1.203 -2.064
C: 3.663 0.881 0.146
H: -3.706 -2.415 0.279
H: 1.390 0.582 -3.080
C: 0.801 0.427 4.552
F: -0.212 1.088 2.564
H: 2.180 -1.917 -0.482
C: -2.283 0.815 -1.138
C: 0.556 0.235 3.216
O: -0.249 2.078 -1.382
C: -0.832 -0.939 -3.034
N: 0.494 -2.251 0.758
C: -1.031 -2.064 0.802
C: 1.823 -1.776 3.271
F: 3.605 -0.098 1.087
H: -1.717 -1.271 -2.490
C: 2.051 -1.568 4.611
F: 4.630 1.734 0.532
C: 0.537 -2.395 -1.752
C: -3.610 0.522 -1.424
C: 1.087 -0.855 2.555
N: -1.545 0.012 -0.381
C: -2.033 -1.143 0.102

Summary:
- LUMO (alpha / beta) (eV) = -0.2 / -0.9
- spin multiplicity = 2
- <S²> = 0.7658
- net charge = 0

# 2
Here is C19H15FN6O in the gas phase from the Open Molecules 2025 dataset. Energies are from ωB97M-V with the def2-TZVPD basis set.

Geometry (Å):
C: -8.276 0.977 2.816
C: 4.013 0.240 -1.229
H: -2.644 -2.870 2.366
C: -7.452 -0.027 3.348
H: -7.928 -0.610 4.171
C: 3.113 0.418 0.987
F: 6.892 0.364 0.950
N: 5.262 0.278 -0.800
H: -2.125 1.372 -1.105
C: 2.139 0.538 -2.454
C: -6.289 -0.343 2.600
H: 2.317 0.525 1.735
H: -0.049 1.354 -0.733
C: -2.567 -1.294 0.889
H: -5.523 -1.086 2.935
N: -6.605 1.408 1.188
O: 0.236 -1.614 -0.167
H: 4.822 1.295 -3.926
N: 1.756 0.406 -1.123
H: -1.046 -2.444 2.046
C: -4.529 0.009 0.865
C: 2.936 0.302 -0.369
C: -1.829 -0.462 0.033
C: 3.457 0.375 -2.606
N: -3.897 0.785 -0.087
H: -8.241 2.701 1.586
C: 5.584 0.375 0.574
C: -5.869 0.306 1.446
C: -0.330 -0.590 -0.272
H: -2.099 -3.433 0.883
H: 4.830 -0.417 -3.939
C: 4.158 0.385 -3.889
H: -9.251 1.201 3.261
C: -2.633 0.662 -0.405
C: 4.497 0.415 1.379
C: -2.060 -2.583 1.575
N: 0.385 0.426 -0.749
C: -7.700 1.814 1.851
H: 1.538 0.825 -3.306
N: -3.799 -0.988 1.351
H: 3.480 0.502 -4.779
H: 4.594 0.244 2.480

Summary:
- LUMO (eV) = -0.7
- net charge = 0
- structure (SMILES) = Cc1nc(-c2ccccn2)ncc1C(=O)Nn1cc(C)c2nc(F)ccc21